No. 1
C19H38ClF5Ge2SSi3Ti as an isolated structure at a distorted geometry. Source: OMol25; level of theory: the ωB97M-V functional and the def2-TZVPD basis.

Values from the calculation:
**LUMO level (alpha / beta)**: -4.451 / -5.843 eV
**Total charge**: +1
**Electronic energy**: -7976.08507 hartree
**Highest occupied orbital energy (alpha / beta)**: -11.6 / -11.8 eV
**ΔE to the lowest compared entry with this formula, charge and spin**: 17.7 kJ/mol
**Spin multiplicity**: 2
**HOMO-LUMO gap (alpha / beta)**: 7.1 / 5.9 eV
**Expectation value of S²**: 0.7661

Last column: Mulliken charge in e.
Atoms and positions in Å:
Ti (10.4317, 11.4123, 9.1166)  -0.155
F (12.9854, 11.1830, 15.3314)  -0.291
C (12.9098, 11.2583, 14.0274)  0.465
C (11.6697, 11.3212, 13.3992)  -0.239
F (10.5003, 11.3236, 14.0745)  -0.330
C (11.7331, 11.4628, 12.0340)  0.012
F (10.5422, 11.6086, 11.3308)  0.631
C (12.8772, 11.4586, 11.2444)  0.019
S (12.7749, 11.5481, 9.4857)  -0.283
C (14.0751, 11.4358, 11.9229)  0.389
F (15.2020, 11.6429, 11.2090)  -0.318
C (14.1044, 11.2994, 13.2956)  0.115
F (15.2545, 11.2644, 13.9739)  -0.263
C (11.5244, 7.4937, 8.1062)  -1.185
Ge (10.5233, 7.9287, 9.6907)  0.427
C (9.2722, 6.5219, 10.0683)  -1.096
C (11.5413, 8.1516, 11.2752)  -0.832
C (9.5394, 9.6500, 9.3220)  -0.514
H (11.9705, 6.4883, 8.2108)  0.366
H (12.4012, 8.1358, 7.9622)  0.362
H (10.9624, 7.6405, 7.1916)  0.394
H (9.9011, 5.6247, 10.2080)  0.366
H (8.5701, 6.2807, 9.2091)  0.340
H (8.7486, 6.7498, 11.0036)  0.359
H (11.9102, 7.1931, 11.6812)  0.473
H (10.9477, 8.6561, 12.0584)  0.236
H (12.3991, 8.8275, 11.0674)  0.180
H (8.9368, 9.8142, 10.2453)  -0.307
H (8.8013, 9.4822, 8.5475)  0.799
Cl (10.4206, 12.0855, 7.0445)  -0.344
C (7.6804, 13.9571, 6.0583)  -0.899
Si (6.9713, 13.8523, 7.7724)  0.646
C (6.0251, 12.2769, 8.1611)  -0.962
C (5.9748, 15.4549, 8.0287)  -1.060
Ge (8.7476, 13.5773, 9.4299)  0.079
Si (10.4517, 15.3637, 9.1919)  0.555
C (11.3240, 15.3505, 7.5018)  -1.035
C (11.5546, 15.5500, 10.7496)  -0.791
C (9.4318, 16.9791, 9.0951)  -1.164
Si (7.8351, 13.1842, 11.6819)  0.606
C (8.9415, 13.9927, 12.9896)  -0.959
C (7.4332, 11.3627, 12.0351)  -0.702
C (6.2041, 14.1286, 11.7841)  -1.147
H (6.9282, 14.4519, 5.4449)  0.387
H (7.9216, 12.9729, 5.5866)  0.262
H (8.5824, 14.6008, 5.9961)  0.175
H (5.1890, 12.0931, 7.5342)  0.517
H (5.6902, 12.2948, 9.1940)  0.180
H (6.6973, 11.4007, 8.0588)  0.184
H (5.2114, 15.6545, 7.2713)  0.383
H (6.6453, 16.2922, 8.0305)  0.291
H (5.5356, 15.5205, 9.0075)  0.326
H (12.0195, 14.4831, 7.3285)  0.247
H (11.9163, 16.2395, 7.5599)  0.464
H (10.6253, 15.4608, 6.6604)  0.276
H (12.1369, 14.6312, 10.8985)  0.054
H (10.9005, 15.6787, 11.6160)  0.267
H (12.2124, 16.4049, 10.6451)  0.460
H (8.7763, 16.9846, 8.2347)  0.258
H (10.1746, 17.6842, 8.7863)  0.415
H (8.9559, 17.3818, 9.9902)  0.336
H (9.9912, 13.8582, 12.8176)  0.029
H (8.7240, 13.5215, 13.9743)  0.368
H (8.6764, 15.0613, 13.0862)  0.410
H (8.3743, 10.7974, 12.0225)  -0.102
H (6.7708, 11.0291, 11.2391)  0.310
H (6.8955, 11.2229, 12.9875)  0.510
H (6.2698, 15.1944, 11.7465)  0.374
H (5.8634, 13.7904, 12.7707)  0.342
H (5.4502, 13.7754, 11.0945)  0.334

No. 2
An isolated ion of composition C6H6N and charge +1 at a distorted geometry. Source: OMol25; level of theory: the ωB97M-V functional and the def2-TZVPD basis.

Values from the calculation:
**LUMO level**: -6.099 eV
**Total charge**: +1
**Electronic energy**: -286.52967 hartree
**Highest occupied orbital energy**: -13.4 eV
**SMILES string**: C=C=C=CC=[N+]=C
**ΔE to the lowest compared entry with this formula, charge and spin**: 277.2 kJ/mol
**HOMO-LUMO gap**: 7.3 eV

Last column: Mulliken charge in e.
Atoms and positions in Å:
C (-0.0651, -1.3928, -0.0485)  -0.794
C (1.1067, -0.6814, 0.0450)  0.191
C (2.1371, 0.0016, 0.1796)  0.555
C (3.3517, 0.4909, -0.0848)  -0.634
C (-2.7267, 1.0484, -0.0457)  -0.166
C (-1.5727, -1.1301, -0.1039)  0.045
N (-1.9918, 0.0602, 0.1551)  -0.055
H (0.0231, -2.3812, -0.2108)  0.404
H (3.6374, 1.4942, -0.1167)  0.277
H (4.2898, -0.0224, -0.1795)  0.272
H (-2.7781, 1.8006, 0.7922)  0.259
H (-3.3087, 1.2851, -0.8795)  0.312
H (-2.0230, -2.1111, -0.0616)  0.335

No. 3
C7H21CrMnN6O17S as an isolated structure at a distorted geometry. Source: OMol25; level of theory: the ωB97M-V functional and the def2-TZVPD basis.

Values from the calculation:
**LUMO level (alpha / beta)**: -4.118 / -4.179 eV
**Total charge**: +1
**Electronic energy**: -4479.79132 hartree
**Highest occupied orbital energy (alpha / beta)**: -11.8 / -12.4 eV
**ΔE to the lowest compared entry with this formula, charge and spin**: 152.3 kJ/mol
**Spin multiplicity**: 10
**HOMO-LUMO gap (alpha / beta)**: 7.7 / 8.2 eV
**Expectation value of S²**: 24.7670

Last column: Mulliken charge in e.
Atoms and positions in Å:
Mn (-21.1180, -0.8849, -25.0800)  0.989
Cr (-19.9551, 0.2799, -21.8366)  1.283
C (-22.1459, 1.6648, -23.5687)  1.212
O (-21.2732, 0.5494, -23.4475)  -0.711
H (-22.2510, 1.8651, -24.6389)  -0.653
H (-23.1394, 1.4953, -23.1429)  0.263
H (-21.7001, 2.5461, -23.0972)  -0.510
S (-19.2609, -2.0852, -23.6639)  1.515
O (-19.1244, -1.4112, -22.3443)  -0.719
O (-19.1157, -1.0155, -24.7045)  -0.583
O (-18.3594, -3.1691, -23.9328)  -0.575
O (-20.6651, -2.4611, -23.8576)  -0.744
C (-23.1657, 3.9947, -21.1050)  -0.675
N (-21.9753, 4.8122, -20.8014)  0.885
O (-22.0806, 5.8093, -20.1467)  -0.535
O (-20.9269, 4.3874, -21.2547)  -0.602
H (-23.3407, 4.0252, -22.1737)  0.148
H (-24.0192, 4.3629, -20.5437)  0.341
H (-22.9176, 2.9957, -20.7533)  0.312
C (-24.8029, 0.9173, -27.4951)  -0.701
N (-24.5254, 0.2235, -26.2000)  0.905
O (-23.3901, -0.2112, -26.0986)  -0.496
O (-25.3894, 0.0932, -25.3961)  -0.513
H (-24.1104, 1.7495, -27.5461)  0.242
H (-25.8464, 1.2112, -27.4761)  0.282
H (-24.6398, 0.1973, -28.2911)  0.313
C (-26.4718, 2.5310, -23.4027)  -0.815
N (-25.6184, 3.4353, -24.1946)  0.820
O (-25.7318, 4.6292, -24.0451)  -0.508
O (-24.8928, 2.9419, -25.0341)  -0.405
H (-25.8897, 1.6945, -23.0275)  0.283
H (-27.2252, 2.1645, -24.0960)  0.318
H (-26.9005, 3.1024, -22.5871)  0.326
C (-19.2494, 2.2414, -27.9294)  -0.902
N (-20.4772, 1.6238, -27.3886)  0.943
O (-20.3727, 0.8459, -26.4592)  -0.467
O (-21.5260, 2.0044, -27.8465)  -0.490
H (-19.3503, 3.3199, -27.9056)  0.324
H (-19.2303, 1.9272, -28.9727)  0.318
H (-18.3687, 1.9346, -27.3788)  0.345
C (-19.9032, 4.0665, -19.4560)  -0.868
N (-19.5242, 3.3203, -20.6716)  1.246
O (-18.6316, 3.7267, -21.3423)  -0.583
O (-20.0805, 2.2346, -20.9264)  -0.596
H (-20.6405, 3.4804, -18.9156)  0.326
H (-20.3799, 4.9919, -19.7753)  0.368
H (-19.0039, 4.2426, -18.8774)  0.376
C (-22.1426, 5.0008, -25.5800)  -0.518
N (-20.7379, 4.9165, -25.1308)  0.962
O (-19.9713, 4.2182, -25.7663)  -0.555
O (-20.4192, 5.4504, -24.0977)  -0.533
H (-22.1021, 5.4267, -26.5843)  0.336
H (-22.7308, 5.6231, -24.9221)  0.298
H (-22.4256, 3.9614, -25.7250)  -0.023

No. 4
A 7-piece molecular cluster, H14O7 overall at a distorted geometry. Source: OMol25; level of theory: the ωB97M-V functional and the def2-TZVPD basis.

Values from the calculation:
**LUMO level**: -0.243 eV
**Electronic energy**: -535.06042 hartree
**Highest occupied orbital energy**: -10.0 eV
**SMILES string**: O.O.O.O.O.O.O
**ΔE to the lowest compared entry with this formula, charge and spin**: 166.5 kJ/mol
**HOMO-LUMO gap**: 9.8 eV

Last column: Mulliken charge in e.
Atoms and positions in Å:
O (-1.8667, -0.9348, 2.2794)  -0.738
H (-2.4555, -1.6639, 2.0846)  0.330
H (-2.4486, -0.2147, 2.5223)  0.311
O (1.0461, 3.6294, -0.9297)  -0.640
H (0.6059, 2.9354, -0.4390)  0.391
H (1.9729, 3.5250, -0.7142)  0.304
O (1.6649, 0.5199, -2.3504)  -0.706
H (2.5310, 0.1779, -2.5720)  0.312
H (1.5314, 1.2471, -2.9583)  0.309
O (0.5247, -2.0005, 2.8711)  -0.637
H (0.1871, -2.8913, 2.7785)  0.270
H (-0.2227, -1.4382, 2.6675)  0.419
O (-1.5901, -0.7389, -0.5323)  -0.659
H (-1.8188, -0.8009, 0.3951)  0.356
H (-2.2207, -0.1160, -0.8938)  0.300
O (0.4617, 1.3330, 0.4088)  -0.728
H (0.8566, 1.1218, -0.4373)  0.394
H (-0.0642, 0.5635, 0.6269)  0.309
O (0.5804, -1.7773, -1.6499)  -0.712
H (-0.2101, -1.5235, -1.1736)  0.407
H (0.9347, -0.9530, -1.9835)  0.409

No. 5
A 2-piece molecular cluster, C4H8O2 overall at a distorted geometry. Source: OMol25; level of theory: the ωB97M-V functional and the def2-TZVPD basis.

Values from the calculation:
**LUMO level (alpha / beta)**: -5.323 / -8.020 eV
**Total charge**: +1
**Electronic energy**: -307.31691 hartree
**Highest occupied orbital energy (alpha / beta)**: -14.6 / -14.7 eV
**ΔE to the lowest compared entry with this formula, charge and spin**: 68.4 kJ/mol
**Spin multiplicity**: 2
**HOMO-LUMO gap (alpha / beta)**: 9.3 / 6.6 eV
**Expectation value of S²**: 0.7832

Last column: Mulliken charge in e.
Atoms and positions in Å:
C (-1.1921, -0.0228, 2.3765)  -0.617
C (0.0169, -0.1756, 1.7029)  0.016
C (0.0947, 0.1717, 0.3345)  0.154
C (1.3204, -0.0375, -0.2408)  0.041
O (1.4228, 0.2075, -1.5564)  -0.395
H (-1.2364, -0.5274, 3.3110)  0.299
H (-2.0088, 0.5499, 1.9270)  0.290
H (0.8649, -0.8150, 2.0307)  0.270
H (-0.7816, 0.5007, -0.2384)  0.188
H (2.1823, -0.5722, 0.1239)  0.363
H (2.3060, 0.5246, -1.8194)  0.384
H (-0.3526, -0.3825, -2.4077)  0.286
H (-1.5362, 0.6811, -2.6033)  0.335
O (-1.1003, -0.1026, -2.9405)  -0.615

No. 6
One molecule with the formula C3H3Br2NO at a distorted geometry. Source: OMol25; level of theory: the ωB97M-V functional and the def2-TZVPD basis.

Values from the calculation:
**LUMO level**: -0.481 eV
**Electronic energy**: -5394.06910 hartree
**Highest occupied orbital energy**: -9.6 eV
**SMILES string**: O=C1[C@@H](Br)CN1Br
**ΔE to the lowest compared entry with this formula, charge and spin**: 103.2 kJ/mol
**HOMO-LUMO gap**: 9.1 eV

Last column: Mulliken charge in e.
Atoms and positions in Å:
C (-0.1553, 0.8954, -0.7285)  0.240
C (-0.0348, -0.7854, 0.5899)  -0.497
C (0.8878, -0.0128, -0.3315)  0.162
N (-1.1225, -0.0840, -0.0944)  -0.120
O (-0.2738, 1.8652, -1.3921)  -0.498
Br (2.4244, 0.9156, 0.4764)  -0.129
Br (-2.9591, -0.1280, 0.3752)  -0.020
H (-0.0316, -1.8088, 0.7365)  0.335
H (-0.0311, -0.3871, 1.6116)  0.260
H (1.2959, -0.4702, -1.2431)  0.267